{"formula": "C15H26F6NO3P2Pr", "method": "ωB97M-V/def2-TZVPD", "total_charge": 2, "relative_energy_kcal_mol": 8.4, "e_lumo_ha": [-0.2343, -0.2294], "spin_multiplicity": 3, "largest_force_ha_per_bohr": 0.048, "homo_energy_ev": [-15.74, -15.74], "gap_ev": [9.4, 9.5], "total_energy_ha": -2666.123232, "elements": ["Pr", "P", "C", "C", "N", "C", "C", "C", "C", "C", "P", "H", "H", "H", "H", "H", "H", "H", "H", "O", "H", "H", "O", "H", "C", "H", "H", "H", "C", "H", "H", "H", "C", "H", "H", "H", "C", "H", "H", "H", "C", "C", "O", "C", "F", "F", "F", "C", "F", "F", "F", "H", "H", "H"], "positions_angstrom": [[0.643, 0.043, 0.658], [-2.988, -0.017, -0.921], [-2.156, 0.830, -2.313], [-0.695, 1.235, -2.583], [0.405, 0.971, -1.812], [1.620, 1.372, -2.294], [1.757, 2.107, -3.463], [0.642, 2.394, -4.231], [-0.586, 1.958, -3.763], [2.916, 1.119, -1.522], [3.167, -0.523, -0.653], [-1.500, 2.184, -4.310], [2.752, 2.443, -3.747], [0.724, 2.942, -5.164], [3.762, 1.153, -2.228], [3.088, 1.930, -0.786], [-2.469, 0.234, -3.148], [-2.739, 1.768, -2.380], [-2.157, -4.826, -3.477], [-1.833, -4.585, -4.341], [-1.338, -3.757, -4.188], [-2.397, -1.274, -0.575], [-0.796, -1.572, 0.066], [-0.758, -2.544, 0.011], [3.645, -1.556, -2.072], [4.642, -1.280, -2.447], [3.662, -2.604, -1.743], [2.910, -1.456, -2.881], [4.785, -0.251, 0.156], [5.023, -1.152, 0.741], [5.580, -0.082, -0.587], [4.732, 0.606, 0.845], [-3.248, 1.191, 0.391], [-4.262, 1.619, 0.317], [-3.127, 0.711, 1.370], [-2.523, 2.015, 0.335], [-4.617, -0.579, -1.469], [-5.135, -1.002, -0.592], [-5.225, 0.232, -1.904], [-4.473, -1.383, -2.212], [-1.511, 0.234, 4.310], [-0.567, 1.055, 3.472], [-0.764, 0.964, 2.099], [-0.731, 2.574, 3.798], [-0.560, 2.850, 5.122], [0.132, 3.353, 3.099], [-1.990, 2.973, 3.454], [0.889, 0.576, 3.739], [1.270, 0.476, 5.008], [1.028, -0.729, 3.153], [1.832, 1.318, 3.047], [-2.533, 0.581, 4.133], [-1.251, 0.340, 5.368], [-1.426, -0.816, 4.011]], "mulliken_spin": [2.011, -0.003, 0.000, -0.001, 0.001, -0.001, 0.000, 0.000, 0.000, -0.001, 0.001, 0.000, 0.000, 0.000, 0.000, 0.000, 0.000, 0.000, 0.000, 0.000, 0.000, 0.002, -0.006, 0.000, 0.000, 0.000, 0.000, 0.000, -0.001, 0.000, 0.000, 0.000, 0.002, 0.000, 0.000, 0.000, 0.000, 0.000, 0.000, 0.000, 0.000, -0.003, -0.004, -0.001, 0.000, 0.000, 0.000, 0.004, 0.000, 0.000, 0.001, 0.000, 0.000, 0.000]}

=====

{"formula": "C3H13NO4", "method": "ωB97M-V/def2-TZVPD", "relative_energy_kcal_mol": 78.8, "e_lumo_ha": 0.0202, "largest_force_ha_per_bohr": 0.118, "smiles": "CCNC=O.O.O.O", "homo_energy_ev": -9.10, "gap_ev": 9.7, "total_energy_ha": -477.731952, "elements": ["C", "C", "N", "C", "O", "H", "H", "H", "H", "H", "H", "H", "O", "H", "H", "O", "H", "H", "O", "H", "H"], "positions_angstrom": [[1.072, 2.407, -1.595], [0.248, 1.137, -1.658], [-0.310, 0.697, -0.467], [0.125, 0.945, 0.877], [-0.464, 0.396, 1.796], [2.147, 2.383, -2.103], [1.259, 2.815, -0.686], [0.547, 3.215, -1.997], [-0.604, 1.552, -2.399], [0.725, 0.152, -2.090], [-1.183, 0.095, -0.401], [1.023, 1.458, 0.978], [-0.489, -1.917, -2.489], [-1.041, -1.792, -3.223], [0.101, -2.681, -2.560], [-1.650, -1.881, 1.134], [-1.344, -0.961, 1.562], [-0.937, -2.407, 1.353], [1.455, -0.746, 2.537], [1.180, -1.436, 1.955], [0.810, -1.026, 3.314]], "lowdin_charge": [-0.102, -0.306, 0.006, -0.242, -0.058, 0.130, 0.012, 0.044, 0.149, 0.127, 0.159, 0.111, -0.033, 0.011, 0.053, -0.096, 0.047, -0.043, -0.090, 0.000, 0.122]}

=====

{"formula": "C3H8N4O", "method": "ωB97M-V/def2-TZVPD", "relative_energy_kcal_mol": 174.7, "e_lumo_ha": 0.0146, "largest_force_ha_per_bohr": 0.122, "homo_energy_ev": -8.51, "gap_ev": 8.9, "total_energy_ha": -413.137630, "elements": ["C", "C", "C", "H", "H", "H", "H", "H", "H", "H", "H", "N", "N", "N", "N", "O"], "positions_angstrom": [[-0.321, -1.327, -0.281], [0.290, 1.471, 1.226], [-0.371, 1.904, -0.179], [0.482, -1.752, 1.913], [1.803, 0.456, 1.642], [-0.599, 0.678, 1.848], [0.847, 2.368, 1.887], [-0.128, 3.103, -0.607], [-1.548, 1.876, -0.233], [1.231, 0.655, -0.934], [-1.221, -0.201, -1.841], [0.442, -0.968, 0.857], [1.123, 0.335, 0.813], [0.201, 0.907, -1.087], [-0.418, -0.366, -1.232], [-0.987, -2.354, -0.466]], "lowdin_charge": [-0.574, -0.219, -0.220, 0.295, 0.137, 0.175, 0.151, 0.155, 0.122, 0.139, 0.152, 0.000, -0.205, -0.159, 0.044, 0.006]}

=====

{"formula": "C6H12O", "method": "ωB97M-V/def2-TZVPD", "relative_energy_kcal_mol": 28.6, "e_lumo_ha": 0.0330, "largest_force_ha_per_bohr": 0.007, "smiles": "CC[C@@]1(C)C[C@H]1O", "homo_energy_ev": -9.34, "gap_ev": 10.2, "total_energy_ha": -311.013727, "elements": ["C", "C", "C", "C", "C", "C", "O", "H", "H", "H", "H", "H", "H", "H", "H", "H", "H", "H", "H"], "positions_angstrom": [[2.165, -0.236, -0.525], [1.068, 0.278, 0.406], [-0.365, -0.140, 0.044], [-0.594, -0.873, -1.265], [-1.290, -0.520, 1.180], [-1.475, 0.788, 0.489], [-1.167, 1.922, 1.241], [2.056, 0.148, -1.544], [2.181, -1.329, -0.583], [3.143, 0.096, -0.160], [1.123, 1.374, 0.432], [1.292, -0.052, 1.424], [-0.244, -0.297, -2.130], [-0.076, -1.839, -1.276], [-1.663, -1.075, -1.408], [-0.882, -0.465, 2.185], [-2.033, -1.299, 1.028], [-2.342, 0.897, -0.169], [-0.897, 2.620, 0.631]], "lowdin_charge": [-0.113, -0.182, -0.420, -0.048, -0.042, -0.328, -0.013, 0.070, 0.072, 0.072, 0.106, 0.112, 0.082, 0.082, 0.083, 0.114, 0.107, 0.146, 0.099]}